Run a
38
Properties=species:S:1:pos:R:3 method="wB97M-V/def2-TZVPD" total_charge=0 homo_lumo_gap_ev=8.86 homo_ev=-8.6 smiles=CN(C)CCCCS.O.O.O.O.O lumo_energy_ev=0.23
C -1.77121 -1.42950 -0.81233
C -0.85813 -1.41234 -2.06131
C -0.72878 -0.05773 -2.73092
S 0.43935 -0.01597 -4.10211
C -1.26139 -1.69936 0.61539
N 0.10812 -2.25451 0.74262
C 0.78326 -1.65896 1.89251
C 0.15864 -3.68609 0.57500
H -2.44575 -0.58225 -0.65784
H -2.55856 -2.17798 -1.04801
H -1.23511 -2.15896 -2.76016
H 0.13659 -1.71118 -1.65330
H -1.62660 0.30396 -3.27185
H -0.57845 0.71778 -1.96848
H 1.56843 0.09299 -3.36736
H -1.32608 -0.78476 1.25588
H -2.06521 -2.25094 1.11414
H 1.33815 -0.75385 1.58044
H 1.53390 -2.41807 2.14999
H 0.19930 -1.36814 2.75730
H -0.82229 -4.20153 0.71279
H 0.73608 -3.89833 -0.33949
H 0.55797 -4.28085 1.41609
H 1.66915 -0.38921 -0.36182
H 2.75605 0.61738 -0.74688
O 1.85620 0.56874 -0.42699
H -2.13904 2.92198 3.00688
H -1.73740 3.28882 1.56769
O -1.49226 2.71494 2.31263
H 0.07763 2.02657 1.54736
H 1.15462 2.86027 2.07183
O 1.02286 2.18892 1.38029
H 2.60670 3.08658 0.65905
H 3.61039 2.22198 1.22765
O 3.57644 2.98975 0.61615
H -1.25692 3.91900 -1.68480
H -0.56223 4.39822 -0.39843
O -1.42443 4.27264 -0.80962

---

Run b
38
Properties=species:S:1:pos:R:3 method="wB97M-V/def2-TZVPD" total_charge=0 homo_lumo_gap_ev=9.60 homo_ev=-9.2 smiles=CCN(C)CCCS.O.O.O.O.O lumo_energy_ev=0.38
C -0.78562 -1.67005 1.24892
C 0.24140 -2.70779 1.60416
S 1.53203 -1.79774 2.62654
C -1.21633 -1.79271 -0.25464
N -0.65054 -0.57279 -0.97234
C -1.67765 0.58793 -1.14670
C -0.93880 1.91650 -1.24698
C -0.26829 -1.06054 -2.30709
H -0.45390 -0.68361 1.49359
H -1.75984 -1.83906 1.87508
H -0.15851 -3.41332 2.38968
H 0.78238 -3.14581 0.72920
H 1.64199 -0.71950 1.89731
H -1.07686 -2.79939 -0.69699
H -2.36008 -1.77426 -0.14375
H -2.49558 0.37388 -1.98964
H -2.36472 0.52132 -0.25672
H 0.05393 1.91617 -1.76280
H -1.40253 2.73446 -1.83443
H -0.69375 2.32864 -0.20130
H 0.64369 -1.74873 -2.25578
H -0.99018 -1.60802 -2.90467
H 0.04785 -0.24023 -2.93773
H -0.91186 2.10920 1.99112
H 0.19792 2.83303 2.75599
O 0.01636 2.33154 2.02537
H -1.67670 0.02818 2.24797
H -1.67572 -0.10185 3.71043
O -1.93021 0.58234 3.07806
H 1.51438 1.32483 1.14976
H 0.79954 0.72289 -0.01734
O 1.73282 0.91554 0.26951
H 3.01075 0.45877 -0.99288
H 3.01690 -0.99560 -0.97334
O 3.31386 -0.29716 -1.54598
H 2.59903 1.79978 -2.59535
H 2.21401 2.84277 -1.56525
O 2.12883 2.64042 -2.49098

---

Verdict on stability: run b comes out at the bottom.

---

Run a
14
Properties=species:S:1:pos:R:3 method="wB97M-V/def2-TZVPD" total_charge=0 homo_lumo_gap_ev=9.76 homo_ev=-9.4 smiles="BrC1=CCC1.O=NO" lumo_energy_ev=0.37
C 1.27204 -0.45159 0.33469
C 0.21370 -1.67481 0.11819
C 0.17638 0.24226 1.11724
C -0.70204 -0.72376 0.97848
N -1.49428 1.68373 -1.50191
O -1.51720 2.44592 -0.58654
O -0.37965 1.56353 -2.16908
Br -2.41532 -1.22943 1.60337
H 2.14634 -0.76758 0.92396
H 1.51154 0.02952 -0.56109
H -0.16670 -1.85663 -0.88504
H 0.76488 -2.51304 0.67437
H 0.28663 1.11855 1.73777
H 0.30367 2.13334 -1.78439

---

Run b
14
Properties=species:S:1:pos:R:3 method="wB97M-V/def2-TZVPD" total_charge=0 homo_lumo_gap_ev=11.08 homo_ev=-10.7 smiles=N#C[C@H](O)[C@H](Br)CO lumo_energy_ev=0.41
C -1.84482 -1.52498 -0.60023
C 0.11140 1.04207 -0.34918
C -0.70852 -1.37910 0.28946
C 0.40356 -0.43560 -0.55383
N -2.75889 -1.61399 -1.28015
O 0.98385 1.85810 -1.06832
O -1.02386 -0.71554 1.47779
Br 2.18534 -0.86766 0.11303
H 0.13355 1.26916 0.72534
H -0.89217 1.25459 -0.73005
H -0.24221 -2.35998 0.46218
H 0.37967 -0.72498 -1.60436
H 1.88477 1.74379 -0.72979
H -1.74014 -1.17535 1.92584

---

Verdict on stability: run a comes out at the bottom.

---

Run a
12
Properties=species:S:1:pos:R:3 method="wB97M-V/def2-TZVPD" total_charge=0 homo_lumo_gap_ev=11.96 homo_ev=-10.9 smiles=CO[C@@H](C)F lumo_energy_ev=1.06
C -1.67185 0.38399 -0.75910
C 1.84362 -0.53851 -0.43498
C -0.45610 -0.05240 0.06968
O 0.53604 -0.34866 -0.82277
F -0.74746 -1.22207 0.86213
H -1.95669 -0.39761 -1.51984
H -2.42886 0.69759 -0.05195
H -1.32103 1.11991 -1.42158
H 2.00364 -1.01916 0.60280
H 2.47215 0.38732 -0.45120
H 2.26402 -1.39486 -1.08068
H -0.35774 0.78126 0.82494

---

Run b
12
Properties=species:S:1:pos:R:3 method="wB97M-V/def2-TZVPD" total_charge=0 homo_lumo_gap_ev=10.30 homo_ev=-9.6 smiles="C=CF.CO" lumo_energy_ev=0.73
C 2.04719 -1.48189 -0.45349
C -0.29253 1.10612 2.38535
C 0.89252 -0.99474 -0.87581
O 0.37491 1.50927 1.20088
F 0.39775 -1.52578 -1.98272
H 2.60247 -1.09773 0.41667
H 2.46956 -2.27441 -1.00305
H -1.31007 0.85476 2.24959
H -0.43377 1.93129 3.11027
H 0.33762 0.29581 2.70217
H 0.40755 -0.21543 -0.37520
H -0.04804 2.40385 0.91071

---

Verdict on stability: run b comes out at the bottom.

---

Run a
12
Properties=species:S:1:pos:R:3 method="wB97M-V/def2-TZVPD" total_charge=-1 homo_lumo_gap_ev=6.21 homo_ev=-2.0 lumo_energy_ev=4.22
C -1.64685 -0.29470 -1.52795
O -1.17982 -0.94770 -0.39530
H -2.72815 -0.39562 -1.61449
H -1.36499 0.76732 -1.42137
H -1.20148 -0.59901 -2.49103
N 2.26438 -0.12814 1.13112
C 0.88472 -0.06314 1.38344
N 0.44089 1.15802 1.23113
H 2.81580 -0.81866 1.60581
H 2.71183 0.71189 0.77917
H -0.42044 -0.50261 0.08424
H -0.57591 1.11235 1.23521

---

Run b
12
Properties=species:S:1:pos:R:3 method="wB97M-V/def2-TZVPD" total_charge=-1 homo_lumo_gap_ev="6.69 / 6.69" homo_ev="-2.6 / -2.6" lumo_energy_ev="4.09 / 4.09"
C 1.82038 0.10341 -0.16457
C -0.36326 -0.70717 -0.29437
N 0.10344 1.26916 0.82342
N 0.41011 0.26355 0.04515
O -2.87758 0.10650 -0.09070
H 2.28719 -0.70362 0.54873
H 2.01527 -0.42763 -1.08517
H 2.35849 0.97061 -0.03780
H 0.14098 -1.27683 -1.01247
H -1.60117 -0.29637 -0.18316
H -3.39475 -0.48820 0.44944
H -0.89910 1.18660 1.00150

---

Verdict on stability: run b comes out at the bottom.

---

Run a
12
Properties=species:S:1:pos:R:3 method="wB97M-V/def2-TZVPD" total_charge=-1 homo_lumo_gap_ev=5.82 homo_ev=-1.6 lumo_energy_ev=4.27
C 0.40960 -1.75540 -0.92751
O 1.23340 -0.73104 -1.43927
H -0.51156 -1.79633 -1.51319
H 0.16850 -1.58409 0.12348
H 1.02433 -2.65497 -0.93921
N -0.96693 0.67818 1.53991
C -0.28175 1.19936 0.44007
N 0.01708 2.44379 0.46468
H -1.52710 -0.09995 1.26511
H -1.37106 1.42834 2.12751
H 1.00597 0.15034 -1.04171
H 0.79951 2.72177 -0.09987

---

Run b
12
Properties=species:S:1:pos:R:3 method="wB97M-V/def2-TZVPD" total_charge=-1 homo_lumo_gap_ev=5.56 homo_ev=-1.2 lumo_energy_ev=4.41
C 1.00782 -0.81764 0.20376
C -0.22494 1.10291 -0.77911
N -1.01832 0.20656 1.22903
N 0.03933 0.28351 0.38174
O -0.95195 -0.56835 2.17305
H 0.86330 -1.46116 1.14704
H 0.76158 -1.36251 -0.65563
H 2.01621 -0.47433 0.06288
H 0.63377 1.10317 -1.30486
H -1.08264 0.78174 -1.37961
H -0.38782 2.18225 -0.39150
H -1.65635 -0.97616 -0.68681

---

Verdict on stability: run b comes out at the bottom.

---

Run a
15
Properties=species:S:1:pos:R:3 method="wB97M-V/def2-TZVPD" total_charge=+1 homo_lumo_gap_ev=11.69 homo_ev=-14.9 lumo_energy_ev=-3.18
N 0.97322 -2.35552 0.56016
H 1.95642 -2.45840 0.31786
H 0.11150 -0.43918 0.19391
H 0.97710 -2.31217 1.57779
H 0.42524 -3.13250 0.32634
C -1.64057 0.71836 -0.56019
N -0.33117 0.55085 0.26919
C 0.82017 1.42752 -0.28859
H -1.40628 0.71324 -1.59423
H -2.13855 1.64093 -0.10706
H -2.16009 -0.15885 -0.41956
H -0.55892 0.86383 1.19297
H 1.07072 0.94207 -1.25076
H 0.32840 2.40252 -0.60782
H 1.57281 1.59729 0.38999

---

Run b
15
Properties=species:S:1:pos:R:3 method="wB97M-V/def2-TZVPD" total_charge=+1 homo_lumo_gap_ev=12.18 homo_ev=-15.4 lumo_energy_ev=-3.23
N -1.46397 -0.85358 -2.21502
H -1.41655 -0.14634 -2.95174
H -1.09755 -1.73608 -2.53747
H -0.77985 -0.47440 -0.46550
H -2.48218 -0.86516 -2.20756
C 0.97956 0.65728 2.04086
C 0.62115 0.90590 0.56935
N 0.18807 -0.43906 -0.04076
H 1.68809 1.38350 2.43966
H 0.07143 0.75806 2.63448
H 1.44523 -0.31061 2.23748
H -0.23012 1.56143 0.40764
H 1.47656 1.37117 0.08443
H 0.20689 -1.02725 0.78662
H 0.79322 -0.78487 -0.78247

---

Run c
15
Properties=species:S:1:pos:R:3 method="wB97M-V/def2-TZVPD" total_charge=+1 homo_lumo_gap_ev=11.85 homo_ev=-15.2 lumo_energy_ev=-3.36
N -2.03929 0.42800 -0.86026
H -2.83031 0.72381 -0.42261
H -1.70426 1.28379 -1.13280
H -0.71960 -0.65851 -0.68657
H -2.11989 -0.31018 -1.56175
C 1.33130 1.06428 0.69746
C 0.86454 -0.36375 0.85634
N 0.20122 -1.06608 -0.41890
H 0.55448 1.81309 0.89385
H 2.19454 0.93614 1.29785
H 1.64325 1.20242 -0.34187
H 1.49416 -1.21024 1.17647
H 0.15565 -0.37066 1.66270
H 0.14226 -2.04335 -0.07142
H 0.88119 -1.10292 -1.18251

---

Verdict on stability: run c comes out at the bottom.